Record 1
# C3H9N2O

A gas-phase ion, C3H9N2O (charge +1) in a non-equilibrium geometry (the ωB97M-V functional and the def2-TZVPD basis, the OMol25 dataset).

The geometry in XYZ format:
```
15
C3H9N2O, DFT the ωB97M-V functional and the def2-TZVPD basis
C -1.5137 0.4330 -0.5645
C -1.2938 -1.8316 0.4378
C 2.6247 1.4632 -0.0133
N -0.6546 -0.6217 0.1543
N 0.5176 -0.5604 0.4029
O 1.1178 0.7756 0.0294
H -0.6873 1.2910 -0.6364
H -1.8302 0.0637 -1.5729
H -2.2956 0.7581 0.1880
H -0.6688 -2.4944 0.9546
H -2.2036 -1.7475 0.9355
H -1.4944 -2.4487 -0.3905
H 2.6987 1.5022 -1.0588
H 3.2957 0.9170 0.5580
H 2.3876 2.5004 0.5758
```

Properties
Net charge: +1
SMILES: CON=[N+](C)C
Gap between HOMO and LUMO in eV: 11.0
F_max in hartree/bohr: 0.1286
Energy relative to the best compared isomer or geometry (same formula, charge and spin) in kcal/mol: 151.9
E in eV: -8272.4851



Record 2
# C17H30FN8OPPbS2

A molecular structure, C17H30FN8OPPbS2 in a non-equilibrium geometry (the ωB97M-V functional and the def2-TZVPD basis, the OMol25 dataset).

The geometry in XYZ format:
```
61
C17H30FN8OPPbS2, DFT the ωB97M-V functional and the def2-TZVPD basis
N 3.9331 2.3171 0.0246
P 3.4042 0.9994 0.6772
C 1.5770 0.6729 0.3685
F 0.9749 2.0392 0.6778
C 1.2266 -0.5618 1.2893
C 1.0367 -0.4665 2.7936
C 1.4322 -1.8117 3.4510
C 0.6820 -2.1545 4.7446
S -1.0995 -2.2935 4.3990
C -1.6068 -0.7176 4.9887
S -1.4578 -0.2203 6.4956
N -2.0622 0.1435 3.9569
C -3.1529 -0.0712 3.1464
C -3.1452 0.9666 2.2979
N -2.0817 1.7793 2.5708
C -1.4536 1.2500 3.5987
N 0.2171 -1.3401 0.5975
C 0.7586 -1.2708 -0.7521
O 0.9071 -2.2064 -1.4870
C 1.1352 0.2365 -1.0151
C 2.3059 0.2538 -2.0272
N 1.8780 -0.1177 -3.3693
C -0.2385 0.8484 -1.4256
C -0.2472 1.9166 -2.5301
C -0.8977 1.4016 -3.8051
C -2.3369 0.9513 -3.5448
N -2.6275 -0.2899 -4.2475
C -1.9900 -1.3996 -3.6309
N -2.3849 -1.8400 -2.5046
N -0.9240 -1.8968 -4.4055
H 4.2970 2.9183 0.7551
H 4.0004 -0.1985 0.2564
H 3.5119 0.9668 2.0789
H 2.1485 -1.1431 1.1855
H 0.0045 -0.2084 2.9784
H 1.6472 0.3303 3.1964
H 1.2434 -2.5994 2.7341
H 2.4997 -1.7714 3.6278
H 0.9978 -3.1177 5.1065
H 0.8567 -1.4279 5.5177
H -3.8011 -0.9133 3.2206
H -3.8925 1.0995 1.5418
H -0.5728 1.6170 4.0688
H -0.6414 -0.8041 0.6821
H 2.9992 -0.5020 -1.6940
H 2.7893 1.2259 -1.9930
H 2.6573 -0.5451 -3.8526
H 1.7140 0.7318 -3.8923
H -0.9232 0.0458 -1.6623
H -0.6538 1.3211 -0.5167
H -0.8942 2.7264 -2.1997
H 0.7241 2.3581 -2.7114
H -0.9134 2.1937 -4.5411
H -0.3551 0.5745 -4.2377
H -3.0114 1.6852 -3.9616
H -2.5700 0.8754 -2.4806
H -3.6264 -0.4339 -4.2891
H -1.8197 -2.6499 -2.2568
H -0.2738 -2.4212 -3.8311
H -1.2614 -2.5388 -5.1127
Pb -0.6430 3.4869 0.9489
```

Properties
Net charge: +2
Gap between HOMO and LUMO in eV: 4.1
F_max in hartree/bohr: 0.0522
E in eV: -70988.2740



Record 3
# C4H5ClN2

C4H5ClN2 in the gas phase in a non-equilibrium geometry (the ωB97M-V functional and the def2-TZVPD basis, the OMol25 dataset).

The geometry in XYZ format:
```
12
C4H5ClN2, DFT the ωB97M-V functional and the def2-TZVPD basis
C -0.5600 -0.1690 1.0928
C 0.1550 -0.2794 -0.0104
C -0.0726 1.1416 -0.5452
C 0.8398 -1.2810 -0.8246
N -0.7022 1.9058 0.3102
N -0.9972 1.0909 1.3428
Cl 0.7123 1.5765 -2.0572
H -0.7789 -0.9970 1.8523
H 0.6692 -2.2874 -0.5310
H 0.3722 -1.0419 -1.8138
H 1.8801 -1.2193 -0.9652
H -1.5177 1.5602 2.1494
```

Properties
SMILES: Cc1c[nH]nc1Cl
Gap between HOMO and LUMO in eV: 10.0
F_max in hartree/bohr: 0.1066
Energy relative to the best compared isomer or geometry (same formula, charge and spin) in kcal/mol: 35.1
E in eV: -19730.4212



Record 4
# C4H6N4O3

2 unconnected molecules or ions with the total composition C4H6N4O3 in a non-equilibrium geometry (the ωB97M-V functional and the def2-TZVPD basis, the OMol25 dataset).

The geometry in XYZ format:
```
17
C4H6N4O3, DFT the ωB97M-V functional and the def2-TZVPD basis
C 0.2307 2.0466 -0.0547
C -0.1870 2.5434 -2.0478
C 0.9300 -1.2348 -0.2924
C -1.3333 -2.1367 1.8905
H 0.0254 1.8629 0.9885
H -0.7871 2.8248 -2.8981
H -0.1247 0.2668 0.0858
H 1.6042 -1.8271 -0.9325
H 0.5457 -2.8794 0.8408
H -2.0801 -1.6041 2.4851
N 1.3484 1.9897 -0.6697
N 1.0751 2.3174 -1.9975
N 0.5071 -0.1042 -0.6657
N 0.7514 -1.8909 0.9323
O -0.8118 2.3989 -0.8553
O -0.2922 -1.3066 1.6866
O -1.4019 -3.2667 1.5041
```

Properties
SMILES: [H]/N=C\NOC=O.c1nnco1
Gap between HOMO and LUMO in eV: 10.0
F_max in hartree/bohr: 0.0684
Energy relative to the best compared isomer or geometry (same formula, charge and spin) in kcal/mol: 42.5
E in eV: -16343.7558



Record 5
# C44H65As2GeN4O15ReSi3

A molecular structure, C44H65As2GeN4O15ReSi3 (the ωB97M-V functional and the def2-TZVPD basis, the OMol25 dataset).

The geometry in XYZ format:
```
135
C44H65As2GeN4O15ReSi3, DFT the ωB97M-V functional and the def2-TZVPD basis
Re 0.2067 -1.3690 1.4238
C 3.1127 -2.4932 -2.4929
Si 3.8260 -2.3914 -0.7510
C 5.6359 -1.9128 -0.8935
C 3.7255 -4.0962 0.0213
Ge 2.6321 -0.6980 0.5443
Si 4.1857 0.2935 2.0961
C 3.4611 1.6244 3.1929
C 4.7353 -1.1770 3.1316
C 5.6586 1.0607 1.2184
Si 2.5025 0.5734 -1.4424
C 2.6073 3.2810 -0.4652
C 1.0635 0.4084 -2.5851
C 3.9860 1.2530 -2.3322
H 3.4624 -3.4158 -2.9662
H 3.4308 -1.6728 -3.1397
H 2.0212 -2.5159 -2.4874
H 6.1322 -2.6599 -1.5205
H 6.1349 -1.9092 0.0764
H 5.7817 -0.9366 -1.3566
H 4.6186 -4.6569 -0.2699
H 2.8607 -4.6450 -0.3572
H 3.6699 -4.0701 1.1076
H 2.4463 1.4366 3.5398
H 3.4365 2.5975 2.6997
H 4.1118 1.7155 4.0685
H 3.8935 -1.8305 3.3704
H 5.1768 -0.8354 4.0714
H 5.4872 -1.7703 2.6060
H 5.3612 1.8798 0.5622
H 6.2590 0.3557 0.6481
H 6.2971 1.4962 1.9941
H 2.0296 2.3683 -0.7560
H 3.1088 3.6083 -1.3671
H 3.3164 2.9967 0.3145
H 0.2627 -0.2039 -2.1737
H 1.4259 -0.0473 -3.5115
H 0.7261 1.4252 -2.8228
H 4.7071 1.7118 -1.6586
H 3.6226 1.9923 -3.0500
H 4.4936 0.4545 -2.8775
N -1.3404 -0.9499 0.8116
C -2.5735 -0.6071 0.3003
C -3.6800 -0.6651 1.1503
C -4.9282 -0.3165 0.6656
C -5.0671 0.0871 -0.6559
C -3.9623 0.1413 -1.4993
C -2.7105 -0.2039 -1.0285
H -3.5380 -0.9739 2.1779
H -5.7913 -0.3529 1.3166
H -6.0425 0.3651 -1.0329
H -4.0784 0.4629 -2.5252
H -1.8391 -0.1743 -1.6664
C -3.3125 2.2900 3.7483
O -2.6130 2.9069 2.6669
C -1.6396 3.7579 3.0368
O -1.2797 3.8965 4.1776
C -0.9558 4.3258 1.8355
C -1.3141 5.4622 1.2396
As -0.6150 6.2512 -0.4492
C 0.4411 7.6724 0.4353
C 0.6972 4.9463 -0.9654
C 1.5603 4.2742 0.0644
As 0.4979 3.1170 1.3245
C -0.6074 2.2125 -0.0203
C 2.3200 5.2222 0.9920
O 2.1639 5.1990 2.1875
O 3.2344 6.0761 0.5038
C 3.5786 6.1721 -0.8821
C 0.5903 4.4071 -2.2437
O 1.2551 3.4794 -2.7560
O -0.4069 4.9788 -3.0337
C 0.0816 5.5007 -4.2537
C -2.4562 6.1941 1.8667
O -3.1503 5.7743 2.7624
O -2.6380 7.4059 1.3230
C -3.7046 8.1724 1.8863
H -2.6623 1.5896 4.2747
H -4.1482 1.7627 3.2956
H -3.6692 3.0443 4.4472
H -0.2657 8.4555 0.7048
H 1.1438 8.0741 -0.2956
H 0.9790 7.3565 1.3250
H -0.9346 2.9114 -0.7894
H -1.4741 1.8359 0.5217
H -0.0867 1.3701 -0.4753
H 3.8935 7.2016 -1.0364
H 2.7316 5.9424 -1.5237
H 4.4198 5.5108 -1.0957
H 0.6850 4.7627 -4.7856
H 0.6801 6.4013 -4.0729
H -0.7805 5.7665 -4.8623
H -3.6829 9.1287 1.3728
H -3.5529 8.3054 2.9559
H -4.6576 7.6721 1.7225
O 1.1627 -1.5628 3.3812
C 0.6698 -0.4526 3.7395
O 0.0633 0.1988 2.8227
C 0.7483 0.0582 5.1146
C 0.3924 1.3800 5.3629
C 0.4560 1.8715 6.6558
C 0.8675 1.0126 7.6581
C 1.2226 -0.3070 7.4336
C 1.1677 -0.7868 6.1379
N 0.9315 1.5244 9.0460
O 1.1853 0.7258 9.9242
O 0.7295 2.7061 9.2166
H 0.0695 2.0263 4.5579
H 0.1902 2.8938 6.8797
H 1.5304 -0.9279 8.2610
H 1.4437 -1.8069 5.9080
C -2.8097 -4.5622 0.8151
C -2.4995 -4.8759 -0.6425
C -0.9911 -4.8818 -1.0224
C -0.8613 -5.2389 -2.5090
C 0.5692 -5.2065 -3.0235
C -0.3110 -5.9608 -0.2034
O -0.4742 -7.1401 -0.4014
N 0.5085 -5.5278 0.8190
C 0.7306 -4.2187 1.1919
O 1.3809 -3.9518 2.1841
N 0.1962 -3.2118 0.4267
C -0.4812 -3.4716 -0.7515
O -0.7426 -2.5740 -1.5249
H -3.8881 -4.5425 0.9718
H -2.4228 -3.5860 1.1143
H -2.3961 -5.3145 1.4904
H -2.9785 -4.1456 -1.2975
H -2.8851 -5.8625 -0.9057
H -1.4865 -4.5458 -3.0721
H -1.2814 -6.2383 -2.6265
H 0.9865 -4.2013 -2.9586
H 0.6084 -5.5083 -4.0699
H 1.2138 -5.8887 -2.4636
H 0.9429 -6.2334 1.3989
```

Properties
Gap between HOMO and LUMO (spin up / spin down) in eV: 4.8 / 4.9
F_max in hartree/bohr: 0.0142
Spin multiplicity: 3
Energy relative to the best compared isomer or geometry (same formula, charge and spin) in kcal/mol: 55.8
E in eV: -287310.7626



Record 6
# C19H36O10S3

4 unconnected molecules or ions with the total composition C19H36O10S3 in a non-equilibrium geometry (the ωB97M-V functional and the def2-TZVPD basis, the OMol25 dataset).

The geometry in XYZ format:
```
68
C19H36O10S3, DFT the ωB97M-V functional and the def2-TZVPD basis
C 1.4525 -2.6187 -0.1860
C 0.3184 -1.8356 0.7440
C -0.3219 -0.5045 0.0114
C -1.5606 0.1054 0.9016
O -2.8451 0.2053 0.1917
C -3.3793 -1.1101 -0.1925
C -3.5550 -2.2950 0.9275
O -4.0583 -3.3635 0.0017
C -3.7075 -3.0430 -1.3921
O -3.9883 -3.6737 -2.5434
O -2.9472 -1.7504 -1.4473
H 1.4236 -2.1838 -1.2722
H 2.5059 -2.6049 0.3245
H 1.1297 -3.7519 -0.2621
H 0.7783 -1.4436 1.7733
H -0.4707 -2.6536 1.0387
H -0.5996 -0.6596 -1.1152
H 0.5474 0.3138 0.0199
H -1.6224 -0.4797 1.9326
H -1.2532 1.2201 1.1980
H -4.5169 -0.8492 -0.4423
H -4.2063 -2.0919 1.8936
H -2.6169 -2.8268 1.3825
C -5.4948 4.4809 -0.7112
C -6.4072 3.6620 -1.6230
C -5.8641 2.2344 -1.6529
S -5.0284 1.9849 -0.0937
O -3.6147 1.8093 -0.3517
O -5.7913 1.0529 0.7125
C -5.2873 3.6323 0.5345
H -5.9318 5.4535 -0.4667
H -4.5343 4.6564 -1.2104
H -7.4251 3.6609 -1.2145
H -6.4586 4.0861 -2.6306
H -6.6673 1.5004 -1.7560
H -5.1325 2.1012 -2.4546
H -4.4272 3.9451 1.1290
H -6.1885 3.6162 1.1546
C 4.3372 0.1733 5.7275
C 4.7703 0.7402 4.3763
C 4.2035 -0.1748 3.2921
S 2.7233 -0.9038 3.9771
O 2.9360 -2.3286 4.1217
O 1.5648 -0.3575 3.2990
C 2.8568 -0.1470 5.5849
H 4.5187 0.8809 6.5417
H 4.9008 -0.7425 5.9419
H 4.3615 1.7509 4.2569
H 5.8595 0.8157 4.2994
H 3.9484 0.3833 2.3876
H 4.8977 -0.9835 3.0476
H 2.4895 -0.8313 6.3517
H 2.2552 0.7668 5.5756
C 4.4721 -1.0050 -5.2735
C 3.2146 -0.1863 -4.9856
C 2.8638 -0.3873 -3.5123
S 4.4031 -0.7356 -2.6752
O 4.3582 -2.0934 -2.1745
O 4.7533 0.3904 -1.8327
C 5.4306 -0.7044 -4.1309
H 4.9098 -0.7496 -6.2430
H 4.2235 -2.0730 -5.2843
H 3.4188 0.8746 -5.1747
H 2.3828 -0.4807 -5.6332
H 2.4104 0.5087 -3.0808
H 2.2002 -1.2451 -3.3723
H 6.2324 -1.4389 -4.0382
H 5.8499 0.3019 -4.2230
```

Properties
SMILES: CCCCO[C@@H]1COC(=O)O1.O=S1(=O)CCCC1.O=S1(=O)CCCC1.O=S1(=O)CCCC1
Gap between HOMO and LUMO in eV: 9.7
F_max in hartree/bohr: 0.1843
E in eV: -73259.5711



Record 7
# C8H14OSi

2 unconnected molecules or ions with the total composition C8H14OSi in a non-equilibrium geometry (the ωB97M-V functional and the def2-TZVPD basis, the OMol25 dataset).

The geometry in XYZ format:
```
24
C8H14OSi, DFT the ωB97M-V functional and the def2-TZVPD basis
C 0.7083 1.9641 0.0541
C -0.2960 0.8748 0.1689
C -2.4360 -1.1167 -0.2624
C -1.2473 -1.1013 -0.8241
C 0.6835 2.8180 -0.9742
C -0.4257 0.0741 -0.9014
C -0.6967 0.6641 1.5594
C -0.6195 -2.4006 -1.0947
O 2.3564 -1.3461 -0.4519
Si 3.1024 -1.0411 0.8070
H 1.1171 2.1692 1.0799
H -2.9159 -2.0305 -0.1262
H -3.0185 -0.2962 0.1947
H -0.0356 2.7259 -1.8095
H 1.2594 3.7126 -1.1948
H 0.1987 0.0949 -1.7923
H -1.4557 1.2994 1.9047
H 0.1252 0.7945 2.1954
H -1.1131 -0.4266 1.8840
H 0.3241 -2.3269 -0.5128
H -1.3101 -3.2887 -0.9166
H -0.2491 -2.4836 -2.1723
H 2.5640 -0.3293 2.0942
H 4.3919 -1.6778 1.1627
```

Properties
SMILES: C=C/C(C)=C/C(=C)C.O=[SiH2]
Gap between HOMO and LUMO in eV: 7.5
F_max in hartree/bohr: 0.0891
Energy relative to the best compared isomer or geometry (same formula, charge and spin) in kcal/mol: 57.6
E in eV: -18444.3481



Record 8
# C3H2N2O2

C3H2N2O2 in the gas phase in a non-equilibrium geometry (the ωB97M-V functional and the def2-TZVPD basis, the OMol25 dataset).

The geometry in XYZ format:
```
9
C3H2N2O2, DFT the ωB97M-V functional and the def2-TZVPD basis
O 0.6748 0.7666 2.4304
C -0.0514 0.0381 1.8095
C -0.0107 0.0013 0.2969
N -0.6987 -0.7181 -0.5363
C -0.2064 -0.2887 -1.7424
N 0.7166 0.6276 -1.6595
O 0.8541 0.8263 -0.3060
H -0.7256 -0.5784 2.4120
H -0.5451 -0.6672 -2.6981
```

Properties
SMILES: O=Cc1ncno1
Gap between HOMO and LUMO in eV: 10.4
F_max in hartree/bohr: 0.0207
Energy relative to the best compared isomer or geometry (same formula, charge and spin) in kcal/mol: 37.8
E in eV: -10216.5496



Record 9
# C26H26N4O2PtS

A molecular structure, C26H26N4O2PtS in a non-equilibrium geometry (the ωB97M-V functional and the def2-TZVPD basis, the OMol25 dataset).

The geometry in XYZ format:
```
60
C26H26N4O2PtS, DFT the ωB97M-V functional and the def2-TZVPD basis
N 2.0503 3.2118 -1.8395
C 1.5411 4.2105 -1.5236
C 0.9902 5.5183 -1.2258
H -0.1057 5.4798 -1.3058
H 1.3796 6.2402 -1.9530
H 1.2687 5.8438 -0.2157
N 3.3526 -2.1311 -1.5800
C 4.3191 -2.7077 -1.8586
C 5.5075 -3.4361 -2.2787
H 6.0060 -2.8730 -3.0763
H 5.2200 -4.4154 -2.6690
H 6.2150 -3.5880 -1.4479
N -2.7799 -1.0058 -0.9575
C -3.5002 -1.9073 -1.0935
C -4.4535 -2.9863 -1.2676
H -4.2096 -3.8272 -0.6099
H -4.4199 -3.3197 -2.3145
H -5.4619 -2.6236 -1.0287
Pt 0.4909 -0.0882 -1.6009
C 0.2607 -1.8715 -0.8589
O 0.0401 -2.8512 -0.2931
C 2.0846 0.4800 -0.6965
O 3.0473 0.6934 -0.1031
C 1.3611 0.9037 -3.6205
C -0.0290 1.0733 -3.4461
C -0.8519 -0.0857 -3.3656
C -0.2255 -1.3511 -3.4675
C 1.1080 -1.4601 -3.8871
C 1.8920 -0.3389 -3.9507
H 1.9925 1.7851 -3.6364
H -0.4591 2.0613 -3.3772
H -1.9160 -0.0080 -3.1993
H -0.8362 -2.2395 -3.3505
H 1.5116 -2.4264 -4.1789
H 2.9153 -0.4089 -4.3265
N -0.6447 0.5631 0.1606
S 0.1539 0.8202 1.5414
C -1.0040 1.8661 2.3879
C -1.9526 2.5786 1.6508
C -2.9051 3.3178 2.3511
C -2.8535 3.3562 3.7524
C -1.8478 2.6888 4.4695
C -0.9119 1.9481 3.7756
C 0.0159 -0.6678 2.5314
C -1.2166 -1.2811 2.7659
C -1.2727 -2.3668 3.6455
C -0.1092 -2.8483 4.2527
C 1.1261 -2.2256 4.0007
C 1.1938 -1.1526 3.1112
H -1.5686 0.1257 0.3289
H -1.9629 2.5005 0.5642
H -3.6872 3.8483 1.7936
H -3.5879 3.9395 4.2991
H -1.7945 2.7274 5.5573
H -0.1333 1.3687 4.2703
H -2.1104 -0.8953 2.2691
H -2.2423 -2.8377 3.8441
H -0.1620 -3.6903 4.9403
H 2.0356 -2.5730 4.4847
H 2.1362 -0.6612 2.8562
```

Properties
Net charge: +4
Gap between HOMO and LUMO (spin up / spin down) in eV: 7.4 / 4.5
F_max in hartree/bohr: 0.1327
Spin multiplicity: 5
Energy relative to the best compared isomer or geometry (same formula, charge and spin) in kcal/mol: 0.4
E in eV: -51471.8728



Record 10
# C3H7N2O

A gas-phase ion, C3H7N2O (charge +1) in a non-equilibrium geometry (the ωB97M-V functional and the def2-TZVPD basis, the OMol25 dataset).

The geometry in XYZ format:
```
13
C3H7N2O, DFT the ωB97M-V functional and the def2-TZVPD basis
C -1.4736 0.7121 -0.3235
C 0.2049 -1.1748 0.7741
C 0.4598 -0.9282 -0.6348
N 0.9222 1.2837 0.3033
N 0.0193 0.2339 0.1789
O -2.3398 0.3989 0.3967
H -1.4072 1.2672 -1.2037
H -0.6093 -1.8028 1.0936
H 1.0432 -1.1017 1.3457
H 1.4274 -0.9808 -0.9587
H -0.1833 -1.5236 -1.1782
H 0.5984 2.1198 0.7754
H 1.3380 1.4963 -0.5687
```

Properties
Net charge: +1
SMILES: N[N+]1(C=O)CC1
Gap between HOMO and LUMO in eV: 11.0
F_max in hartree/bohr: 0.0861
Energy relative to the best compared isomer or geometry (same formula, charge and spin) in kcal/mol: 102.8
E in eV: -8241.6815



Among the records above, which one has the highest E? C3H7N2O



What is the formula in the third record? C4H5ClN2



Among the records above, which one has the lowest F_max? C44H65As2GeN4O15ReSi3